1.
DFT (the ωB97M-V functional and the def2-TZVPD basis) results for a structure of composition C23H41IP2Ti in a non-equilibrium geometry.

Results
**E_LUMO**: -7.85 eV
**HOMO energy**: -13.9878 eV
**Total charge**: +2
**Energy above the lowest of the compared OMol25 structures with the same formula, charge and spin**: 0.0000 eV
**Max |F|**: 2.80 eV/Å

XYZ file:
```
68
Properties=species:S:1:pos:R:3:forces:R:3
C 0.36516 -2.03569 2.71110 -0.26 0.25 1.54
C 1.31262 -1.21069 3.44172 -0.99 -0.61 0.22
C -2.84774 1.27771 -0.08861 -0.48 0.23 0.05
H 0.92044 -1.19394 -5.75506 -0.16 0.33 0.15
C 0.05658 1.22604 -0.65011 0.02 -0.16 0.19
C -0.87417 2.25950 -4.76441 0.48 0.38 -0.24
H -2.48320 -1.71655 -0.73977 0.27 0.16 -0.05
C -1.72062 1.36877 -3.89867 -0.40 0.07 -0.18
H -1.60446 -0.91966 -5.93838 0.15 -0.01 0.21
C 1.16278 0.40113 5.47707 0.24 0.56 0.06
H -2.79282 2.08183 0.66293 0.03 -0.27 -0.36
C 0.57531 -0.42327 4.39212 -0.14 -1.15 -0.26
H -3.08329 -1.65085 2.83891 0.25 -0.23 -0.04
H 1.83853 -0.67561 -3.67965 -0.24 0.37 0.09
H 2.66391 0.01588 -1.66162 0.01 -0.02 0.33
H -2.38244 1.90905 -3.21128 0.04 -0.33 -0.20
H 0.34549 0.44227 -6.05113 0.24 -0.41 0.34
C -1.54274 -1.20166 -0.99114 -0.12 -0.68 -0.37
P -1.36957 0.25506 0.03069 0.15 0.25 0.12
H 0.47903 3.34609 -3.45257 0.07 -0.26 -0.14
C 0.70451 -3.11988 1.75377 0.11 -0.26 -0.50
C -1.84752 0.04817 -4.05079 -0.67 0.08 -0.43
H -0.12289 -3.32398 1.06172 0.23 -0.02 0.17
H -1.77374 -0.66464 6.16790 0.12 -0.02 -0.31
H 1.20822 -0.15416 6.42636 -0.10 -0.04 -0.34
H 1.96681 3.02987 1.25407 0.15 -0.23 -0.31
H 2.08070 -1.30785 -0.61507 0.10 0.21 -0.09
C -1.05612 -0.82979 -4.98672 0.24 -0.01 0.01
H -2.47520 -3.18063 3.49099 0.07 0.20 -0.20
H 3.48197 2.11910 1.05678 -0.29 0.03 -0.20
C 1.26248 1.35448 -3.63804 0.59 0.24 -0.36
C 2.55429 -0.31687 -0.62177 0.34 -0.46 -0.13
C 2.79500 -1.28034 3.34802 0.59 0.06 -0.09
H -2.17463 -2.77227 1.79118 -0.07 0.06 0.25
H -1.39029 3.22745 -4.88307 0.16 -0.39 0.03
H 0.57125 1.30417 5.65941 0.12 -0.13 0.01
I -0.60766 2.39262 2.96608 0.09 -0.25 -0.32
H 2.02258 1.61594 -2.88648 -0.31 -0.27 -0.16
P 1.56888 0.82000 0.36330 -0.26 0.31 -0.08
H -0.77973 1.83438 -5.77483 -0.27 0.28 0.48
H -1.01389 -1.85525 -4.58281 -0.06 0.31 -0.01
H -2.72840 -0.44915 -3.61975 0.46 0.22 0.22
C 0.38931 -0.34833 -5.28684 -0.29 -0.26 -0.61
H -2.95043 1.71225 -1.09639 0.04 -0.24 0.37
C 0.54790 2.55069 -4.21350 -0.29 0.15 0.02
C -0.81390 -0.72624 4.25043 0.69 -0.94 -0.22
H 2.18552 0.69957 5.22682 -0.18 0.03 0.12
H -0.15428 2.30004 -0.57431 0.01 -0.20 0.02
C -0.96184 -1.71120 3.20948 1.20 -0.12 0.42
H 0.21173 0.95059 -1.70286 -0.03 0.10 0.10
H -2.86686 -0.54398 4.78024 0.10 0.12 0.15
H 1.15988 2.97369 -5.02779 -0.14 -0.07 0.25
H 3.11875 -1.66431 2.37267 -0.02 0.08 0.25
C -2.23799 -2.35415 2.80322 -0.57 -0.22 -0.18
H -1.55206 -0.93730 -2.05518 0.00 -0.02 0.30
C -1.88474 -0.24601 5.15709 -0.47 0.40 0.01
H 1.60373 -2.88719 1.16578 -0.23 -0.11 0.16
H 2.69700 2.85152 -0.38171 -0.05 -0.22 0.27
Ti -0.05001 -0.00047 2.15680 -0.36 2.78 0.09
H 3.18970 -1.96041 4.12051 -0.14 0.18 -0.24
H 0.90814 -4.04765 2.31169 -0.06 0.25 -0.18
C 2.51571 2.35245 0.58265 0.17 0.24 0.13
C 1.18496 0.10440 -4.09532 0.42 -0.20 0.00
H -0.71764 -1.90480 -0.80995 -0.15 0.20 -0.02
H -3.73322 0.66275 0.14168 0.30 0.20 -0.14
H 3.26515 -0.29908 3.51282 -0.14 -0.32 -0.08
H -1.86619 0.84595 5.25641 -0.04 -0.23 0.05
H 3.54630 -0.41961 -0.15683 -0.26 0.04 -0.16
```
Positions in Å, forces in eV/Å.



2.
DFT (the ωB97M-V functional and the def2-TZVPD basis) results for a structure of composition C5H8FN in a non-equilibrium geometry.

Results
**E_LUMO (alpha / beta)**: 0.76 / -2.64 eV
**HOMO energy (alpha / beta)**: -5.1376 / -11.4359 eV
**Energy above the lowest of the compared OMol25 structures with the same formula, charge and spin**: 1.1780 eV
**Max |F|**: 7.03 eV/Å
**Spin multiplicity**: 3

XYZ file:
```
15
Properties=species:S:1:pos:R:3:forces:R:3
H -1.48699 -0.37952 -1.92779 0.15 0.56 0.78
H -1.62495 0.91334 -0.65080 -1.42 1.99 0.13
C 0.21196 0.13802 -0.68923 -1.92 4.67 -2.05
N -1.42652 -1.94856 1.91947 -1.59 -0.81 1.00
C 0.74320 -0.95532 0.90005 -0.75 -5.11 4.76
H 1.88773 1.42870 -0.00032 -0.82 0.08 -0.39
H 1.38281 -0.35510 1.50140 0.11 0.69 0.15
H 0.31627 1.97155 0.74624 0.33 -1.44 -0.55
H 0.45264 2.15656 -0.91538 0.69 0.43 -0.52
H 1.21745 -1.79888 0.39250 0.05 0.68 -0.49
C 0.78517 1.45829 -0.15131 -0.50 0.08 0.51
C -0.50042 -1.43657 1.47348 3.44 1.44 -0.97
C -1.23338 -0.00712 -0.90366 -0.04 -3.65 0.49
F 1.00841 -0.41297 -1.56619 1.25 -1.14 -1.04
H -1.73339 -0.77242 -0.12846 1.03 1.50 -1.80
```
Positions in Å, forces in eV/Å.



3.
DFT (the ωB97M-V functional and the def2-TZVPD basis) results for a structure of composition C2H25FHfO11 in a non-equilibrium geometry.

Results
**E_LUMO**: -12.91 eV
**HOMO energy**: -15.4977 eV
**Total charge**: +2
**Energy above the lowest of the compared OMol25 structures with the same formula, charge and spin**: 2.4761 eV
**Max |F|**: 10.37 eV/Å

XYZ file:
```
40
Properties=species:S:1:pos:R:3:forces:R:3
H 0.33783 -1.32669 0.63163 0.14 0.02 0.86
C 0.18042 -0.25752 0.45083 0.50 -0.10 -1.26
O 2.34322 -2.96032 0.03045 -0.26 0.31 0.05
O -2.13263 0.74390 -2.16112 -0.11 -0.15 0.46
Hf 1.61454 2.27921 2.71477 -3.94 -9.58 -0.26
O 0.48070 0.53994 1.58721 2.20 3.93 2.51
H -1.51228 0.44349 2.50047 -0.24 -0.12 -0.20
O -1.45694 -3.33274 -0.80684 0.30 0.58 0.25
H -0.84574 -0.22446 0.06593 -0.60 0.58 1.19
H 3.00169 -2.90813 0.73048 0.05 -0.26 0.10
F 1.33229 0.73787 4.35312 1.27 4.76 -4.18
O -3.76583 0.97997 0.54087 0.20 0.08 0.10
H 2.02502 -0.12839 -0.69766 0.16 0.17 0.30
H -2.46585 -0.50949 3.20408 -0.15 -0.13 0.07
O 2.81287 1.41730 -3.03271 0.08 -0.19 0.24
H -3.72920 -0.85630 0.88723 -0.09 0.04 0.00
O 0.76614 3.30497 -2.89391 -0.26 -0.26 0.60
H -4.65144 1.27094 0.29996 -0.11 0.06 0.05
H -0.55097 -3.52945 -1.06804 0.06 -0.29 -0.01
H 3.49881 1.27642 -2.37684 0.27 -0.12 -0.23
H -2.57320 -1.78951 0.51926 0.02 -0.39 -0.08
H -1.32110 0.89425 -1.67332 0.22 0.28 -0.23
O -2.07086 0.36838 3.27615 0.32 0.31 0.12
O 0.21172 -2.15700 3.44077 0.15 0.04 -0.12
H 0.85045 1.14026 -1.09546 -0.15 0.01 0.01
C 0.95862 0.10553 -0.76703 0.88 0.02 -0.82
H 2.37365 -2.09992 -0.39443 0.19 -0.11 -0.19
H 1.28826 2.52209 -3.11531 0.09 0.20 -0.16
H 0.63894 -0.54313 -1.58505 -0.17 0.10 -0.08
H 2.78163 3.23947 -0.31430 -0.16 0.44 0.08
H 3.16633 1.01935 -3.83693 -0.01 0.04 -0.18
H -0.38988 -2.83715 3.11905 -0.03 -0.16 0.08
H -3.28232 0.96243 -0.29128 -0.13 0.05 -0.46
H 3.13524 1.78584 0.02257 -0.09 -0.30 0.02
H 0.14074 -1.44762 2.79931 -0.13 0.07 0.13
O 2.64279 2.54948 0.35139 -0.29 -0.10 1.84
O -3.42883 -1.77675 0.95545 0.19 0.18 0.28
H -1.73745 -2.63964 -1.41092 -0.27 -0.23 -0.27
H 1.38912 3.90197 -2.47379 0.06 0.27 -0.35
H -2.05649 -0.15887 -2.48602 -0.19 -0.03 -0.25
```
Positions in Å, forces in eV/Å.



4.
DFT (the ωB97M-V functional and the def2-TZVPD basis) results for an isolated molecule of C5H5F3O2 in a non-equilibrium geometry.

Results
**E_LUMO**: 0.04 eV
**HOMO energy**: -9.9184 eV
**SMILES**: CC(=O)/C=C(\O)C(F)(F)F
**Energy above the lowest of the compared OMol25 structures with the same formula, charge and spin**: 0.5689 eV
**Max |F|**: 3.90 eV/Å

XYZ file:
```
15
Properties=species:S:1:pos:R:3:forces:R:3
C -2.08028 0.86160 -0.01437 2.35 2.08 -0.09
F 2.79578 0.43256 -0.79789 -0.07 -0.78 0.65
F 2.26395 -1.65833 -0.59082 -0.05 -0.14 0.11
C -0.25549 -0.96665 0.10477 -0.78 -0.72 1.11
H -1.71081 1.28928 -1.00047 -0.70 -0.35 0.99
C 2.12086 -0.49555 0.05007 2.35 -1.41 -2.04
H 1.62459 1.55563 -0.45412 -3.01 -0.90 2.31
C -1.76894 -0.59900 -0.04792 2.05 -0.77 1.87
H -0.09756 -2.10676 0.37325 -0.01 2.57 -1.07
H -1.51634 1.56606 0.77768 -1.12 -2.19 -1.58
C 0.76383 -0.06764 0.21219 -2.32 -0.29 -1.53
H -3.11394 0.96917 0.11815 -1.51 0.36 -0.11
O -2.58464 -1.49675 -0.04495 0.35 0.80 -0.42
F 2.78477 -0.56085 1.15390 1.23 0.14 1.56
O 0.77421 1.27723 0.16055 1.24 1.60 -1.78
```
Positions in Å, forces in eV/Å.



5.
DFT (the ωB97M-V functional and the def2-TZVPD basis) results for a cluster of 3 separate species, C25H52BF3NO8P2Si in total in a non-equilibrium geometry.

Results
**E_LUMO**: 1.96 eV
**HOMO energy**: -3.8794 eV
**Total charge**: -1
**Max |F|**: 6.50 eV/Å

XYZ file:
```
93
Properties=species:S:1:pos:R:3:forces:R:3
H 4.27664 -8.30500 -4.60013 -0.02 -0.02 -0.01
C 5.56232 4.15539 -1.74664 0.41 -0.22 -0.01
C -1.53748 1.20707 2.11894 1.05 0.29 0.29
H -6.03729 6.89617 4.95877 -0.03 -0.09 0.01
H 5.40068 5.22720 -1.73134 -0.16 -0.06 -0.01
C 0.36610 -5.07432 -1.35599 -0.04 0.39 0.17
P 1.19928 -5.74578 -3.79460 -6.05 1.50 1.80
H 1.64976 2.62247 -2.19316 -0.18 -0.22 0.13
C 2.12996 -8.14023 -4.58980 0.13 -0.43 -0.27
H -8.28463 3.22074 5.22041 0.09 -0.02 0.02
H 0.95031 0.46969 -0.22600 0.00 0.37 -0.26
C 2.64233 -0.80274 0.73640 0.28 2.13 -0.06
H -4.65333 6.13562 7.58878 0.00 0.03 -0.01
C -4.24256 0.62053 5.69126 0.02 -0.13 -0.27
H -2.21245 2.06576 2.12348 -0.22 -0.22 -0.04
C 3.75990 0.30211 -4.57170 0.42 0.49 0.73
C -5.20080 6.48618 5.53206 -0.02 0.54 -0.13
H -0.17158 -3.12387 -0.61949 0.05 0.00 -0.03
C -0.08309 1.69042 1.98227 -0.21 -0.22 0.01
H -1.73122 0.52076 1.29263 -0.29 0.03 0.08
H -9.33208 5.18898 3.99940 0.00 -0.01 0.02
O -4.87500 5.18365 5.03153 -1.41 0.55 2.45
H -7.99339 5.66993 5.04527 -0.04 0.00 -0.01
H 2.04074 -8.16177 -5.68007 -0.02 0.09 0.01
H -0.27424 -3.27366 -2.38280 0.23 0.00 0.03
O -6.17803 3.02324 6.72195 -0.63 2.79 1.21
H 1.98213 -9.16470 -4.24445 -0.15 0.07 0.07
H 0.00661 2.20909 1.01660 0.04 0.03 0.06
C -3.73034 1.97184 6.14590 -0.01 -0.37 0.09
H -2.64136 1.98798 6.08509 -0.02 0.14 -0.15
O 0.19598 -5.87960 -2.53170 0.38 -0.43 -0.21
H -5.31923 0.62389 5.52129 -0.04 0.12 0.20
H 4.71000 -0.23786 -4.50250 -0.18 -0.26 -0.23
H 1.82760 2.39214 -3.92851 -0.22 -0.03 0.03
C 6.81230 3.65360 -1.39785 -0.66 0.08 -0.17
O 1.05670 -7.36671 -4.04055 2.68 0.83 -0.24
C 3.50590 -7.66287 -4.17344 -0.04 0.20 0.07
H 0.14543 2.44177 2.75186 -0.15 -0.03 0.01
C -0.43538 -3.79402 -1.43898 -0.28 0.05 0.00
H 1.42022 -4.86754 -1.17798 0.02 0.07 -0.16
H 7.59726 4.34619 -1.11931 0.10 -0.19 0.08
H -5.71502 7.53289 7.34138 0.01 0.01 -0.03
P -5.57155 3.82394 5.62941 2.37 -4.40 -4.15
H 3.61077 3.70189 -2.42823 -0.04 -0.12 0.09
H -8.24519 3.06420 3.46690 0.14 -0.04 -0.01
F 2.60100 1.68693 0.63394 -0.19 0.06 -0.09
H 6.19595 0.33219 -1.87583 0.13 0.04 0.13
H 0.84338 1.23693 -2.98310 0.04 0.01 0.06
C 0.61918 -4.69133 -6.15026 0.03 0.19 -0.29
H -4.00756 -0.14896 6.42866 0.03 0.02 0.00
H 7.99841 1.91690 -1.17303 -0.13 -0.18 0.00
H 1.42248 -5.24727 -8.07793 0.01 0.02 0.02
B 1.70805 0.56520 0.75222 -0.13 -1.28 0.42
C 3.65806 -0.77730 -0.39399 -0.38 -1.49 0.07
H 3.96878 1.20956 -5.14703 -0.20 -0.12 -0.16
H -7.74067 5.54832 3.30044 -0.02 -0.04 -0.03
O 0.13934 -5.30117 -4.96013 0.73 -0.43 0.03
H -0.23756 -4.20375 -6.61675 -0.07 -0.03 0.12
C 2.99292 -0.73060 -1.78779 0.54 0.25 -0.14
C 1.73566 1.86193 -2.97139 0.70 0.38 -0.16
H -1.59048 0.67717 3.07623 -0.36 -0.07 -0.10
H 3.69493 -6.63897 -4.51353 0.02 -0.06 -0.01
H 2.14910 -6.11107 -6.72059 0.01 0.02 -0.04
H -6.37051 5.89379 7.26058 0.02 0.07 -0.01
F 3.39828 -0.82243 1.91686 -0.02 -0.70 -0.01
C 6.01285 1.40045 -1.82729 -0.40 0.21 -0.22
H 4.36166 0.02500 -0.18705 -0.16 0.12 -0.04
C 1.21008 -5.70790 -7.11198 0.09 -0.06 0.11
H 2.97002 -0.29449 -5.02741 0.14 -0.05 -0.10
F 1.90060 -1.97493 0.71095 0.16 -0.30 0.03
C 4.75406 1.88946 -2.19255 -0.19 0.27 0.07
H 0.01604 -5.67267 -0.51324 -0.05 -0.14 -0.14
C 7.00856 2.28039 -1.43643 0.87 -0.03 0.13
H -1.50440 -4.01134 -1.37726 0.01 -0.02 0.02
C -5.50145 6.51473 7.01595 -0.05 -0.22 0.05
H 3.34136 -1.58132 -2.38410 -0.02 0.05 0.00
Si 3.31164 0.82999 -2.79450 -0.65 -0.39 -0.30
C -8.25526 5.09789 4.14975 0.09 0.05 0.12
H 0.41362 -0.29368 2.17032 -0.07 0.03 0.03
H 0.52244 -6.54138 -7.26146 -0.04 0.03 -0.02
H -3.99028 2.16698 7.18627 -0.17 0.03 -0.05
C 4.56335 3.27298 -2.13545 -0.12 0.32 -0.12
H 3.60550 -7.67250 -3.08671 0.01 -0.02 -0.01
O -6.44568 3.47251 4.29349 0.01 0.60 0.61
H 4.20290 -1.73201 -0.32642 0.18 0.19 0.08
H 1.90864 -0.83969 -1.71392 0.06 0.02 0.12
O 1.97590 -4.52476 -3.47932 2.42 -1.69 -1.09
H -3.77564 0.34302 4.74487 0.04 0.00 0.03
N 0.88219 0.59472 2.04403 0.14 0.73 -0.42
H -4.33929 7.12188 5.32447 0.06 -0.15 -0.09
H 1.35100 -3.91397 -5.91516 -0.02 -0.02 0.09
O -4.20715 3.01903 5.29972 -0.09 0.55 0.19
C -7.85573 3.64092 4.30647 -0.34 -0.01 -0.09
```
Positions in Å, forces in eV/Å.



6.
DFT (the ωB97M-V functional and the def2-TZVPD basis) results for an isolated molecule of C3H4O2 in a non-equilibrium geometry.

Results
**E_LUMO (alpha / beta)**: -0.46 / -0.46 eV
**HOMO energy (alpha / beta)**: -8.3901 / -8.3918 eV
**Energy above the lowest of the compared OMol25 structures with the same formula, charge and spin**: 4.4249 eV
**Max |F|**: 3.58 eV/Å

XYZ file:
```
9
Properties=species:S:1:pos:R:3:forces:R:3
H -0.22703 0.92303 -0.31117 0.03 0.55 0.28
H -1.85800 0.21395 -0.28550 -2.89 0.55 1.38
C 0.85529 -1.25923 0.62199 -1.78 -1.72 1.02
C 2.04022 -1.07480 -0.03707 0.54 1.46 -0.82
C -0.86180 0.06148 -0.38569 3.09 -0.53 -1.73
H -0.79225 -0.29722 -1.40096 0.47 -0.31 -0.40
O -0.36418 -0.98966 0.48256 -0.53 0.27 0.49
O 2.11692 -1.31695 -1.23983 0.25 -0.47 -0.34
H 2.87186 -0.90192 0.63061 0.82 0.21 0.11
```
Positions in Å, forces in eV/Å.



> The highest max |F| belongs to which entry?

C2H25FHfO11



> What is the max |F| in the sixth record?

3.58 eV/Å



> Among the records above, which one has the highest max |F|?

C2H25FHfO11



> max |F| of number 4 (C5H5F3O2)?

3.90 eV/Å